{"formula": "C3H4N2O", "method": "ωB97M-V with the def2-TZVPD basis set", "total_charge": 0, "e_homo_ev": -10.18, "gap_ev": 10.3502, "smiles": "OC1C=NN=C1", "elements": ["O", "C", "C", "N", "N", "C", "H", "H", "H", "H"], "coordinates": [[-1.1080, -0.0322, -1.3848], [-0.2679, 0.2739, -0.3142], [-0.4354, -0.3392, 1.0305], [0.6966, -0.6675, 1.5295], [1.7044, -0.5224, 0.5189], [1.1636, -0.0547, -0.5426], [-2.0234, 0.2080, -1.1996], [-0.1810, 1.3210, 0.1218], [-1.3532, -0.2837, 1.6119], [1.7331, 0.1342, -1.4520]]}

{"formula": "C6H17FeN4O9", "method": "ωB97M-V with the def2-TZVPD basis set", "total_charge": 1, "s_squared": 12.02, "e_homo_ev": [-11.69, -13.66], "multiplicity": 7, "gap_ev": [7.2950, 6.8886], "elements": ["Fe", "C", "C", "O", "H", "H", "H", "H", "H", "C", "N", "O", "O", "H", "H", "H", "C", "N", "O", "O", "H", "H", "H", "C", "N", "O", "O", "H", "H", "H", "C", "N", "O", "O", "H", "H", "H"], "coordinates": [[-7.8120, 0.8778, -17.7518], [-6.2913, -0.7062, -21.5836], [-7.4728, 0.1150, -20.9988], [-7.3759, 0.5672, -19.6714], [-6.5903, -1.0420, -22.5765], [-6.0194, -1.5762, -20.9859], [-5.3794, -0.1194, -21.6939], [-8.3025, -0.5897, -21.0550], [-7.7136, 0.9090, -21.7057], [-7.1250, 4.1431, -21.8584], [-7.6342, 4.3869, -20.4651], [-7.8406, 5.5319, -20.0623], [-7.7980, 3.3956, -19.7492], [-6.6178, 5.0759, -22.1049], [-8.0100, 4.0040, -22.4793], [-6.4954, 3.2605, -21.9712], [-10.5385, 2.3249, -22.2705], [-11.4652, 1.9129, -21.2015], [-12.6271, 2.3879, -21.2246], [-11.0206, 1.1487, -20.3186], [-10.7732, 3.3648, -22.4976], [-10.6236, 1.6584, -23.1288], [-9.5184, 2.2589, -21.8921], [-9.6378, -2.1853, -16.2426], [-8.2245, -2.2093, -16.8044], [-7.8444, -1.2555, -17.4884], [-7.5672, -3.2589, -16.6742], [-9.6713, -1.6635, -15.2862], [-10.0284, -3.1731, -15.9979], [-10.2712, -1.7101, -16.9916], [-3.1259, -0.7921, -19.5534], [-3.8278, -1.7929, -18.6575], [-3.2304, -2.8250, -18.3055], [-4.9400, -1.4986, -18.2473], [-3.6056, -0.4541, -20.4720], [-2.1301, -1.1966, -19.7346], [-2.7887, 0.0407, -18.9363]]}

{"formula": "C5H7IO", "method": "ωB97M-V with the def2-TZVPD basis set", "total_charge": 0, "e_homo_ev": -9.36, "gap_ev": 9.8529, "smiles": "I[C@@]12COC[C@@H]1C2", "elements": ["I", "C", "C", "O", "C", "C", "C", "H", "H", "H", "H", "H", "H", "H"], "coordinates": [[2.3481, 0.0447, 1.8889], [0.5347, 0.1962, 0.7527], [0.8049, 1.0360, -0.6493], [-0.2597, 0.6216, -1.4637], [-0.5281, -0.7379, -1.1321], [-0.3278, -0.9089, 0.2807], [-0.8578, 0.2269, 1.2767], [0.8429, 2.0173, -0.5819], [1.7314, 0.7620, -1.0389], [0.2241, -1.3361, -1.7534], [-1.5344, -0.9167, -1.5575], [-0.3956, -1.9551, 0.7125], [-1.4733, 0.9185, 0.8650], [-1.1094, 0.0317, 2.4005]]}

{"formula": "C32H30CsF6N9P2Se", "method": "ωB97M-V with the def2-TZVPD basis set", "total_charge": -1, "s_squared": 0.77, "e_homo_ev": [-4.37, -5.32], "multiplicity": 2, "gap_ev": [6.1677, 6.7110], "elements": ["Cs", "C", "C", "C", "C", "C", "C", "P", "C", "C", "C", "C", "C", "C", "C", "C", "C", "C", "C", "C", "H", "H", "H", "H", "H", "H", "H", "H", "H", "H", "H", "H", "H", "H", "F", "P", "F", "F", "F", "F", "F", "N", "C", "N", "C", "N", "C", "N", "C", "N", "C", "N", "C", "N", "C", "C", "H", "H", "H", "H", "H", "H", "H", "H", "H", "H", "H", "H", "Se", "N", "C", "C", "C", "C", "C", "C", "N", "H", "H", "H", "H"], "coordinates": [[-4.5438, -16.2112, 9.9750], [-10.4333, -22.2926, 9.5109], [-10.3033, -21.1163, 8.7964], [-9.9033, -19.9593, 9.4319], [-9.7722, -19.8503, 10.8448], [-9.8999, -21.0728, 11.5450], [-10.2294, -22.2440, 10.8529], [-9.1946, -18.2135, 11.4085], [-10.6706, -17.2049, 11.6593], [-11.7922, -17.7963, 12.2767], [-12.7145, -16.9738, 12.9176], [-12.4559, -15.5633, 12.9709], [-11.4636, -15.0113, 12.1862], [-10.6133, -15.8237, 11.4385], [-8.6706, -18.4803, 13.1236], [-9.2857, -17.9065, 14.2508], [-8.6550, -18.1045, 15.4952], [-7.6257, -18.9986, 15.6687], [-7.0321, -19.5664, 14.5211], [-7.4670, -19.1641, 13.2804], [-10.6842, -23.2114, 8.9936], [-10.4571, -21.0750, 7.7187], [-9.7110, -19.0742, 8.8363], [-9.9058, -20.9667, 12.6261], [-10.2798, -23.1350, 11.4859], [-11.9313, -18.8869, 12.3518], [-13.5542, -17.3795, 13.5275], [-12.9632, -14.9013, 13.7012], [-11.3433, -13.9592, 12.1142], [-9.8531, -15.3695, 10.7329], [-10.1033, -17.2193, 14.2551], [-9.0103, -17.5028, 16.3888], [-7.1109, -19.1045, 16.6390], [-6.1011, -20.1022, 14.5288], [-6.6928, -16.8725, 8.0389], [-7.5644, -15.5026, 8.3526], [-7.2965, -15.7962, 10.0307], [-8.4721, -14.1749, 8.7885], [-6.2204, -14.5370, 8.3112], [-7.8658, -15.2617, 6.8157], [-8.9012, -16.4544, 8.5554], [0.1220, -18.7717, 6.7568], [-0.6707, -19.3279, 7.3964], [-1.5416, -20.0211, 8.1211], [-2.6034, -19.4934, 8.6638], [-3.5117, -19.1098, 9.3231], [-4.7726, -14.7895, 6.0066], [-3.9303, -15.8969, 6.6254], [-2.5232, -15.4470, 6.7097], [-1.9693, -14.8685, 5.4991], [-2.8297, -13.8108, 4.9249], [-4.2256, -14.3299, 4.7190], [-4.1010, -15.4363, 3.7376], [-3.2415, -16.5659, 4.2643], [-3.8835, -16.9518, 5.5372], [-1.9145, -15.9891, 4.5265], [-4.8561, -13.9282, 6.6809], [-5.7960, -15.1711, 5.8208], [-1.8468, -16.2975, 7.0233], [-2.4011, -14.6780, 7.5196], [-2.4208, -13.4842, 3.9889], [-2.7144, -13.0222, 5.6203], [-3.6095, -15.0753, 2.8089], [-5.1009, -15.8030, 3.5088], [-3.2575, -17.8117, 5.9373], [-4.9413, -17.2783, 5.4255], [-1.3883, -15.6517, 3.5594], [-1.2628, -16.7861, 4.9007], [-6.3457, -19.2428, 11.6607], [-4.9420, -18.2699, 12.3987], [-3.8519, -19.0539, 12.3981], [-2.4811, -18.6608, 12.4440], [-1.5540, -19.5987, 12.0396], [-1.8826, -20.9996, 11.9434], [-3.1234, -21.4413, 12.2642], [-4.1817, -20.4846, 12.2557], [-5.4498, -20.8582, 12.0338], [-2.2519, -17.6026, 12.6338], [-0.5012, -19.2405, 11.7215], [-1.0871, -21.7343, 11.7512], [-3.4138, -22.4870, 12.3806]]}

{"formula": "C26H44BrI2NO10S2", "method": "ωB97M-V with the def2-TZVPD basis set", "total_charge": -2, "e_homo_ev": -0.08, "gap_ev": 2.0961, "elements": ["C", "O", "C", "C", "C", "C", "C", "C", "C", "C", "C", "C", "C", "C", "C", "C", "C", "O", "C", "C", "O", "C", "I", "N", "I", "C", "S", "C", "O", "O", "C", "Br", "C", "C", "C", "O", "C", "H", "H", "H", "H", "H", "H", "H", "H", "H", "H", "H", "H", "H", "H", "H", "H", "H", "H", "H", "H", "H", "H", "H", "H", "H", "H", "H", "H", "H", "H", "H", "H", "H", "H", "H", "H", "H", "H", "H", "H", "H", "H", "H", "H", "O", "S", "O", "O", "O"], "coordinates": [[-6.1278, -4.1818, 2.8878], [-5.4709, -4.9220, 1.7940], [-5.1767, -4.0179, 0.6412], [-4.4030, -4.9320, -0.4800], [-4.5214, -4.3879, -2.0219], [-4.1053, -2.8154, -2.2315], [-2.7820, -2.6128, -3.2306], [-1.7678, -1.5949, -2.3855], [-0.2527, -1.6058, -3.0973], [0.6248, -0.2843, -2.9103], [1.4038, 0.0606, -1.5338], [2.0975, 1.5006, -2.0205], [1.7956, 2.8009, -1.1187], [1.3086, 4.1074, -2.0438], [-0.2459, 4.5508, -1.7872], [-0.3816, 5.8855, -0.7883], [-0.3830, 5.4051, 0.7791], [-0.9162, 6.4187, 1.7035], [-0.6686, 7.7910, 1.2349], [0.8103, 8.5569, 1.2996], [-1.6650, 8.4937, 0.6861], [0.3074, 0.0286, -0.3342], [-1.4982, 1.1493, 0.1663], [0.4979, -0.9936, 0.6074], [-0.8758, -1.0796, 2.1659], [1.6497, -1.9337, 0.3466], [0.6768, -3.4856, -0.2141], [2.4904, -2.6176, 1.5676], [2.2787, -2.4502, 2.8854], [3.5678, -3.6074, 1.2304], [2.4318, -1.0590, -0.8289], [3.0151, -2.5964, -2.0495], [3.9171, -0.5881, -0.3457], [4.0645, 0.6951, 0.6141], [2.9292, 0.9878, 1.7329], [3.6270, 1.7237, 2.8434], [3.5901, 0.8730, 4.0709], [-6.3610, -3.0599, 2.5865], [-7.1683, -4.6894, 3.1607], [-5.4881, -4.2035, 3.8737], [-6.2011, -3.5850, 0.2721], [-4.5178, -3.1410, 1.0545], [-4.9227, -6.0055, -0.4666], [-3.3001, -5.1051, -0.1188], [-5.6230, -4.5461, -2.4031], [-3.7842, -5.0389, -2.6833], [-5.0423, -2.2429, -2.6494], [-3.8652, -2.3242, -1.1717], [-2.2788, -3.6262, -3.5299], [-3.1997, -2.0247, -4.1727], [-2.1899, -0.5046, -2.5934], [-1.6901, -1.8604, -1.2477], [-0.5321, -1.6472, -4.2630], [0.2395, -2.6463, -2.9007], [-0.0845, 0.6485, -3.1467], [1.4370, -0.2579, -3.7862], [1.7624, 1.7906, -3.1322], [3.2845, 1.4126, -2.1248], [1.0588, 2.7071, -0.2298], [2.8318, 3.1683, -0.6515], [1.9767, 5.0485, -1.7378], [1.4864, 3.9502, -3.1887], [-0.9683, 3.6917, -1.4587], [-0.6578, 4.9334, -2.8407], [0.5010, 6.6485, -1.0321], [-1.4256, 6.3877, -1.0764], [0.7319, 5.1953, 1.0921], [-0.9919, 4.3888, 0.8524], [1.6617, 7.8803, 1.7393], [1.0927, 8.8083, 0.1820], [0.6983, 9.5728, 1.8953], [1.5631, -4.5755, -0.3578], [4.5031, -0.3250, -1.3555], [4.5608, -1.4710, 0.1238], [5.0927, 0.5656, 1.2112], [4.2688, 1.6420, -0.0848], [2.0519, 1.6990, 1.4178], [2.4416, 0.0627, 2.2509], [3.9033, -0.2425, 3.8616], [4.4049, 1.3001, 4.8265], [2.5273, 0.9212, 4.5912], [2.9283, -4.7114, 4.9962], [2.8741, -5.7126, 3.9154], [1.8366, -5.3283, 2.9411], [2.5486, -7.0330, 4.4845], [4.1829, -5.7776, 3.2398]]}

{"formula": "C31H44BrN3NiOP2", "method": "ωB97M-V with the def2-TZVPD basis set", "total_charge": 2, "s_squared": 2.01, "e_homo_ev": [-13.19, -13.19], "multiplicity": 3, "gap_ev": [6.6040, 4.6349], "elements": ["C", "C", "C", "C", "N", "C", "C", "C", "C", "C", "C", "C", "C", "C", "Ni", "P", "H", "H", "H", "H", "H", "H", "H", "H", "C", "C", "H", "H", "H", "H", "H", "C", "C", "H", "H", "H", "H", "H", "C", "C", "H", "H", "H", "H", "H", "Br", "P", "C", "C", "H", "H", "H", "H", "H", "C", "C", "H", "H", "H", "H", "H", "C", "C", "H", "H", "H", "H", "H", "N", "C", "O", "C", "C", "C", "N", "C", "C", "H", "H", "H", "H", "H", "H"], "coordinates": [[-0.3301, 5.9208, -5.9958], [-0.6928, 4.6654, -6.6754], [-0.8604, 4.8136, -8.0793], [-1.1343, 6.0740, -8.6367], [-0.9885, 7.1749, -7.9125], [-0.5848, 7.1463, -6.6457], [-1.1330, 3.4215, -6.0680], [-1.0313, 2.8374, -4.8977], [-1.0140, 2.5244, -3.5173], [0.1062, 2.4513, -2.6613], [-0.0083, 1.7279, -1.4754], [-1.0790, 0.8563, -1.2534], [-2.2894, 1.3043, -1.8239], [-2.2832, 2.0841, -2.9653], [-2.3761, 1.9730, -5.7747], [2.1180, -0.7834, -1.5628], [-0.9657, 3.9441, -8.7280], [0.0516, 6.0345, -4.9799], [-1.4991, 6.1796, -9.6719], [-0.4976, 8.1414, -6.1554], [-3.2074, 2.4154, -3.4616], [1.0582, 2.9602, -2.8653], [-3.2284, 1.0857, -1.2685], [0.7350, 1.7474, -0.6883], [2.1290, -2.4054, -0.6936], [3.0272, -3.5380, -1.1816], [1.0821, -2.7488, -0.7132], [2.3363, -2.1904, 0.3667], [3.0175, -4.3567, -0.4520], [2.6811, -3.9767, -2.1195], [4.0682, -3.2368, -1.2972], [2.5629, -1.1959, -3.2915], [3.3616, -0.1568, -4.0680], [1.6082, -1.3548, -3.8126], [3.0704, -2.1610, -3.3086], [3.2355, -0.3712, -5.1393], [3.0179, 0.8752, -3.9000], [4.4399, -0.1937, -3.8624], [3.5374, 0.1868, -0.9306], [4.8916, -0.5049, -0.9381], [3.2706, 0.5044, 0.0878], [3.5749, 1.1077, -1.5358], [5.6754, 0.2309, -0.7328], [4.9666, -1.2618, -0.1542], [5.1391, -0.9571, -1.9023], [-0.8962, -0.7682, -0.5054], [-2.2626, -2.7570, -4.2035], [-0.5062, -3.1491, -3.7529], [-0.1254, -4.6246, -3.8829], [-0.3320, -2.7994, -2.7238], [0.1214, -2.5500, -4.4245], [0.9557, -4.7522, -4.0128], [-0.4088, -5.2103, -3.0033], [-0.6099, -5.0701, -4.7582], [-2.9237, -2.8230, -2.4652], [-4.3387, -3.3558, -2.1779], [-2.8326, -1.7915, -2.0982], [-2.2100, -3.4472, -1.8966], [-4.4678, -3.3926, -1.0842], [-5.1068, -2.6912, -2.5871], [-4.5069, -4.3698, -2.5649], [-2.2234, -0.9831, -4.6345], [-2.6427, -0.8516, -6.0892], [-1.2260, -0.5911, -4.4402], [-2.9284, -0.4843, -3.9666], [-2.9843, 0.1635, -6.3808], [-1.8423, -1.1532, -6.7714], [-3.4485, -1.5710, -6.2746], [2.3819, 3.2735, 5.8513], [1.6087, 3.7738, 4.8383], [1.3013, 4.9764, 4.8193], [1.2404, 2.8482, 3.7324], [1.8859, 1.6246, 3.5115], [1.5348, 0.8774, 2.3921], [0.6530, 1.3149, 1.4847], [-0.0287, 2.4276, 1.7307], [0.2584, 3.2563, 2.8127], [2.5245, 3.8624, 6.6563], [2.4376, 2.2638, 6.0199], [2.6735, 1.2484, 4.1708], [1.9959, -0.0948, 2.1821], [-0.8081, 2.7246, 1.0262], [-0.2677, 4.2026, 2.8927]]}

no.,strongest force on any atom (eV/A)
1,1.4
2,4.1
3,5.7
4,3.5
5,8.9
6,4.4